Run one
This record from the OMol25 dataset describes a cluster of 2 separate species, C4H5NOS in total. The level of theory is ωB97M-V with the def2-TZVPD basis set.

XYZ file:
```
12
Properties=species:S:1:pos:R:3:lowdin_charge:R:1
C -2.0058 0.7770 -0.6309 -0.08
C -0.0121 -0.4942 1.1302 -0.45
C -0.7360 -1.5574 0.8551 -0.31
C 1.6936 0.4832 -0.5663 -0.41
N -1.9491 1.7935 -0.1077 0.09
O -1.2041 -2.4844 0.2719 0.12
S 1.6612 -0.8921 0.6221 0.84
H -2.0620 -0.1733 -1.0004 0.03
H -0.3209 0.2096 1.7858 0.04
H 2.6923 0.5294 -1.1162 0.06
H 1.5036 1.4342 -0.0730 0.03
H 0.7392 0.3744 -1.1705 0.04
```

## Properties
Multiplicity ... 1
Net charge ... 0
SMILES string ... CSC=C=O.C#N
LUMO ... 0.23 eV
E_HOMO ... -8.980 eV



Run two
This record from the OMol25 dataset describes the molecule C4H5NOS. The level of theory is ωB97M-V with the def2-TZVPD basis set.

XYZ file:
```
12
Properties=species:S:1:pos:R:3:lowdin_charge:R:1
C 1.2007 0.0305 1.3623 -0.09
C 2.1227 0.1748 0.4245 -0.04
C 1.2935 0.3539 -0.9042 -0.14
C -0.1348 0.0750 -0.4877 -0.81
H -1.7260 -0.7122 0.9969 0.06
H 1.3215 0.0377 2.4593 0.14
H 3.2274 0.3276 0.3484 0.12
H 1.7794 -0.2778 -1.6440 0.11
H 1.3762 1.4086 -1.3193 0.14
N -0.0490 -0.0488 0.8315 -0.21
O -1.0965 -0.3164 1.6202 0.05
S -1.4848 -0.1072 -1.3746 0.67
```

## Properties
Multiplicity ... 1
Net charge ... 0
SMILES string ... ON1C=CCC1=S
LUMO ... 0.50 eV
E_HOMO ... -8.221 eV



Which one sits at the bottom of the stability order? run one does.



Run one
This record from the OMol25 dataset describes a cluster of 13 separate species, C4H24BO20 in total. The level of theory is ωB97M-V with the def2-TZVPD basis set.

XYZ file:
```
49
Properties=species:S:1:pos:R:3:lowdin_charge:R:1
O 0.4986 2.6863 -1.6000 0.11
C 0.4514 1.7346 -0.8642 -0.31
O -0.3188 0.6359 -0.9938 0.22
B -0.1311 -0.3028 0.1371 -0.88
O 0.7670 0.4121 1.0434 0.26
C 1.1118 1.5865 0.5306 -0.32
O 1.9594 2.3558 0.9344 0.15
O 0.3751 -1.6110 -0.3175 0.22
C -0.4814 -2.5996 -0.1813 -0.35
O -0.3605 -3.7529 -0.6049 0.13
C -1.6164 -1.9854 0.6794 -0.26
O -1.3847 -0.6317 0.8530 0.19
O -2.5701 -2.6673 1.0193 0.12
O -4.5456 -3.8986 2.5687 -0.05
H -3.8194 -3.6702 1.9885 -0.01
H -4.2720 -3.5847 3.4306 0.05
O -0.9072 4.6185 -0.1282 -0.04
H -1.5155 4.0009 0.2779 0.04
H -0.6115 4.1760 -0.9238 0.00
O 3.5458 -2.8405 0.9599 -0.04
H 3.5717 -2.5797 1.8806 0.03
H 2.6137 -2.9336 0.7630 0.01
O -0.0041 -6.0540 -2.6900 -0.06
H -0.0326 -5.2030 -3.1274 0.02
H -0.2240 -5.8627 -1.7783 0.01
O -3.1175 -0.3912 3.0905 -0.05
H -3.7795 -0.8112 2.5414 0.00
H -2.3630 -0.2776 2.5124 0.00
O 4.2900 2.7203 2.8502 -0.07
H 4.6276 3.2811 3.5487 0.02
H 3.3624 2.9477 2.7871 -0.04
O -0.2249 -1.5599 -3.4752 -0.03
H -0.3190 -0.7263 -3.9362 0.04
H -0.8713 -1.5188 -2.7705 0.02
O 1.5167 2.3506 -4.2537 -0.05
H 0.9635 2.9446 -3.7463 0.01
H 1.0991 2.3101 -5.1141 0.02
O 1.8301 4.0026 3.1367 -0.04
H 1.2495 3.8302 3.8779 0.05
H 1.3660 3.6445 2.3800 0.01
O 3.2625 -1.3960 -2.4024 -0.05
H 3.3706 -1.1853 -3.3299 0.03
H 2.3261 -1.5677 -2.3029 0.00
O -5.4064 -1.5788 0.9513 -0.05
H -5.0409 -1.6944 0.0743 0.03
H -5.2296 -2.4077 1.3962 -0.02
O 1.9718 5.2374 -0.6520 -0.06
H 1.2071 5.4936 -0.1364 0.01
H 1.8095 4.3230 -0.8839 -0.01
```

## Properties
Multiplicity ... 1
Net charge ... -1
LUMO ... 1.68 eV
E_HOMO ... -8.276 eV



Run two
This record from the OMol25 dataset describes a cluster of 13 separate species, C4H24BO20 in total. The level of theory is ωB97M-V with the def2-TZVPD basis set.

XYZ file:
```
49
Properties=species:S:1:pos:R:3:lowdin_charge:R:1
O 27.1006 -7.9591 -13.1424 0.15
C 26.0940 -8.4760 -13.5351 -0.40
O 26.0712 -9.2753 -14.5375 0.24
B 24.6960 -9.9212 -14.5639 -0.71
O 23.8619 -8.9579 -13.7481 0.22
C 24.6359 -8.3087 -12.9628 -0.36
O 24.3129 -7.5488 -12.0559 0.12
O 24.6671 -11.3043 -13.9648 0.21
C 24.3627 -12.2358 -14.8450 -0.35
O 24.2855 -13.4223 -14.6635 0.15
C 24.0410 -11.5036 -16.1584 -0.31
O 24.1580 -10.1905 -15.9358 0.22
O 23.6811 -11.9611 -17.2456 0.13
O 22.0561 -10.7748 -12.1555 -0.03
H 22.1959 -10.3491 -11.3096 0.04
H 22.9202 -10.7800 -12.5672 0.01
O 25.6984 -6.8557 -9.2831 -0.05
H 25.2133 -7.1373 -10.0588 -0.02
H 26.4121 -7.4886 -9.2036 0.03
O 20.5782 -8.4893 -15.7014 -0.05
H 21.2049 -8.9347 -15.1312 0.01
H 21.0355 -7.6994 -15.9899 0.03
O 22.3642 -12.7200 -19.9073 -0.07
H 23.1770 -12.9967 -20.3305 -0.01
H 22.6497 -12.2471 -19.1256 -0.01
O 28.2369 -9.7632 -16.9007 -0.05
H 28.6566 -10.4763 -16.4195 0.04
H 28.2364 -9.0278 -16.2879 0.00
O 20.8539 -8.2778 -12.5200 -0.05
H 20.4092 -8.6614 -11.7641 0.03
H 21.7618 -8.5694 -12.4378 -0.02
O 23.7124 -15.4360 -11.7385 -0.05
H 23.4273 -14.6086 -11.3507 0.02
H 23.6000 -15.3106 -12.6808 0.01
O 29.8951 -8.0492 -11.9596 -0.07
H 30.0807 -7.8038 -12.8660 -0.03
H 28.9945 -8.3729 -11.9782 0.00
O 25.4630 -15.8129 -15.2610 -0.06
H 24.9641 -15.0263 -15.0405 -0.03
H 24.9921 -16.1961 -16.0011 0.03
O 22.6201 -6.7798 -9.8037 -0.05
H 23.0374 -7.0746 -10.6131 -0.03
H 22.8697 -7.4353 -9.1524 0.03
O 25.1601 -12.8065 -20.0105 -0.04
H 26.0003 -13.0604 -20.3924 0.04
H 25.3184 -11.9396 -19.6369 0.04
O 29.9722 -7.5465 -14.6477 -0.03
H 29.1398 -7.1297 -14.8704 0.05
H 30.3885 -7.7176 -15.4924 0.05
```

## Properties
Multiplicity ... 1
Net charge ... -1
LUMO ... 1.89 eV
E_HOMO ... -8.447 eV



Which one sits at the bottom of the stability order? run two does.



Run one
This record from the OMol25 dataset describes the molecule C4H6S. The level of theory is ωB97M-V with the def2-TZVPD basis set.

XYZ file:
```
11
Properties=species:S:1:pos:R:3:lowdin_charge:R:1
C -0.4954 -1.0457 -0.2446 -0.35
C 1.0379 0.8806 -0.1556 -0.52
C 0.6934 -0.4251 0.4163 -0.18
C -1.3265 0.1742 0.0309 -0.41
S -0.5361 1.4784 -0.8479 0.83
H -0.4244 -1.1536 -1.3593 0.10
H -0.8449 -2.0611 0.2684 0.15
H 1.0333 1.5661 0.7250 0.07
H 1.8883 1.0206 -0.9605 0.12
H 1.1432 -0.7292 1.4238 0.13
H -2.1689 0.2949 0.7036 0.06
```

## Properties
Multiplicity ... 1
Net charge ... 0
LUMO (spin up / spin down) ... 0.15 / 0.25 eV
E_HOMO (spin up / spin down) ... -7.769 / -7.534 eV



Run two
This record from the OMol25 dataset describes the molecule C4H6S. The level of theory is ωB97M-V with the def2-TZVPD basis set.

XYZ file:
```
11
Properties=species:S:1:pos:R:3:lowdin_charge:R:1
C -0.4379 1.3624 0.0745 -0.43
C -0.6349 -1.2093 0.1441 -0.62
C 0.8225 -0.7233 -0.3793 -0.19
C 0.9700 0.5897 -0.1530 -0.18
H -0.8520 2.2668 -0.5643 0.09
H -0.3800 1.6899 1.1401 0.06
H -0.8678 -2.3376 -0.4168 0.13
H -0.3437 -1.6421 1.2603 0.12
H 1.6932 -1.4149 -0.3686 0.10
H 1.7850 1.3696 -0.4589 0.12
S -1.7545 0.0487 -0.2782 0.78
```

## Properties
Multiplicity ... 1
Net charge ... 0
SMILES string ... C1=CCSC1
LUMO ... 0.97 eV
E_HOMO ... -8.657 eV



Which one sits at the bottom of the stability order? run one does.



Run one
This record from the OMol25 dataset describes the molecule C4H6S. The level of theory is ωB97M-V with the def2-TZVPD basis set.

XYZ file:
```
11
Properties=species:S:1:pos:R:3:lowdin_charge:R:1
C 1.4145 -0.0734 -0.7490 -0.38
C -1.3361 -0.2030 -0.8430 -0.37
C 2.6395 0.2301 0.0715 -0.25
C -2.6005 -0.1714 -0.1827 -0.28
S 0.0133 0.0475 0.1932 0.83
H 3.5810 0.1056 -0.4416 0.05
H 2.5443 -0.6526 0.7432 0.07
H 2.6442 1.0863 0.8140 0.09
H -2.6337 -0.6023 0.8942 0.10
H -3.5081 -0.5823 -0.6613 0.08
H -2.7586 0.8155 0.1615 0.06
```

## Properties
Multiplicity ... 1
Net charge ... 0
SMILES string ... CC#S#CC
LUMO ... -0.94 eV
E_HOMO ... -8.215 eV



Run two
This record from the OMol25 dataset describes the molecule C4H6S. The level of theory is ωB97M-V with the def2-TZVPD basis set.

XYZ file:
```
11
Properties=species:S:1:pos:R:3:lowdin_charge:R:1
C -0.9556 -1.2192 0.0104 -0.13
C -0.8559 0.2568 -0.0466 -0.14
C 0.2214 1.0803 -0.0367 -0.23
C 1.6154 0.7837 0.0253 -0.65
H -0.4866 -1.5895 0.9559 0.09
H -0.2418 -1.6755 -0.7058 0.05
H -2.0158 -1.4542 -0.1435 0.07
H -1.8621 0.6670 -0.1013 0.10
H 0.0622 2.1679 -0.0246 0.10
H 2.2542 1.7081 0.1055 0.07
S 2.2644 -0.7253 -0.0387 0.67
```

## Properties
Multiplicity ... 1
Net charge ... 0
SMILES string ... C/C=C\C=S
LUMO ... -0.72 eV
E_HOMO ... -8.581 eV



Which one sits at the bottom of the stability order? run one does.



Run one
This record from the OMol25 dataset describes a structure of composition C4H6S. The level of theory is ωB97M-V with the def2-TZVPD basis set.

XYZ file:
```
11
Properties=species:S:1:pos:R:3:lowdin_charge:R:1
C 1.2558 -1.1802 0.0668 -0.08
C 0.9878 0.0852 -0.5481 -0.20
C -0.4185 0.8230 -0.0744 -0.40
C -1.4390 0.1710 0.6505 -0.57
H 0.4679 -1.4757 0.9943 0.10
H 2.3268 -1.7999 -0.1642 0.10
H 1.5986 0.5379 -1.6140 0.17
H 0.2427 1.9241 0.3791 0.19
H -0.8488 1.2485 -0.9929 0.06
H -1.5308 0.2440 1.7015 0.04
S -2.6424 -0.5780 -0.3987 0.60
```

## Properties
Multiplicity ... 1
Net charge ... 0
LUMO ... -1.11 eV
E_HOMO ... -8.943 eV



Run two
This record from the OMol25 dataset describes the molecule C4H6S. The level of theory is ωB97M-V with the def2-TZVPD basis set.

XYZ file:
```
11
Properties=species:S:1:pos:R:3:lowdin_charge:R:1
C 0.0642 2.3251 0.3187 -0.06
C -0.7886 1.8960 -0.5069 -0.17
C -0.7937 0.2877 -0.5670 -0.24
C 0.0838 -0.5134 0.5456 -0.69
H 0.4502 1.6039 0.8204 -0.07
H 0.1337 3.4813 0.9520 0.17
H -1.3464 2.4612 -1.3296 0.12
H -1.8121 -0.2901 -0.3783 0.13
H -0.2978 -0.4769 -1.2838 0.04
H 0.2526 -0.0914 1.6258 0.09
S 0.7016 -1.9163 0.0532 0.69
```

## Properties
Multiplicity ... 1
Net charge ... 0
SMILES string ... C=CCC=S
LUMO ... -0.25 eV
E_HOMO ... -8.829 eV



Run three
This record from the OMol25 dataset describes a cluster of 2 separate species, C4H6S in total. The level of theory is ωB97M-V with the def2-TZVPD basis set.

XYZ file:
```
11
Properties=species:S:1:pos:R:3:lowdin_charge:R:1
C 0.9124 1.2412 -1.0957 -0.16
C 0.2820 0.1668 -0.4191 -0.20
C 1.3203 2.1168 -1.7968 0.12
C 0.9256 -0.9072 0.0524 0.03
S -2.0962 -0.4306 2.4581 0.43
H -0.8326 0.1969 -0.1355 0.09
H 1.7910 2.9560 -2.1724 0.01
H -1.4636 0.7216 2.9577 -0.17
H 1.8366 -1.2496 -0.3966 0.07
H -2.5332 0.3702 1.4168 -0.20
H 0.4218 -1.5216 0.6292 -0.02
```

## Properties
Multiplicity ... 1
Net charge ... 0
SMILES string ... C#CC=C.S
LUMO ... 0.76 eV
E_HOMO ... -9.221 eV



Which one sits at the bottom of the stability order? run one does.



Run one
This record from the OMol25 dataset describes a cluster of 2 separate species, CClNS in total. The level of theory is ωB97M-V with the def2-TZVPD basis set.

XYZ file:
```
4
Properties=species:S:1:pos:R:3:lowdin_charge:R:1
C 0.7387 0.4529 -1.3739 -0.04
N 1.5946 0.9173 -0.7003 0.00
S -1.5871 -1.4439 0.6412 0.04
Cl -0.7462 0.0737 1.4331 0.01
```

## Properties
Multiplicity ... 1
Net charge ... 0
LUMO (spin up / spin down) ... -2.50 / -4.38 eV
E_HOMO (spin up / spin down) ... -9.243 / -9.540 eV



Run two
This record from the OMol25 dataset describes the molecule CClNS. The level of theory is ωB97M-V with the def2-TZVPD basis set.

XYZ file:
```
4
Properties=species:S:1:pos:R:3:lowdin_charge:R:1
C -2.0264 0.3198 0.1109 -0.14
N -0.9439 -0.1112 -0.1238 -0.34
S 2.0185 0.6660 0.0494 0.14
Cl 0.9518 -0.8746 -0.0365 0.34
```

## Properties
Multiplicity ... 1
Net charge ... 0
LUMO (spin up / spin down) ... -3.29 / -3.32 eV
E_HOMO (spin up / spin down) ... -10.119 / -10.064 eV



Which one sits at the bottom of the stability order? run two does.